Record 1
The molecule C2H6I2Si, computed with ωB97M-V with the def2-TZVPD basis set.

The geometry in XYZ format:
```
11
Properties=species:S:1:pos:R:3:mulliken_charge:R:1
C 0.646 -0.118 -1.716 -1.026
Si -0.648 0.195 -0.045 0.383
C 0.220 0.006 1.610 -1.000
I -2.260 -1.777 -0.055 -0.152
I -1.941 2.252 -0.047 -0.095
H 1.517 0.553 -1.665 0.320
H 0.994 -1.146 -1.553 0.306
H 0.144 0.016 -2.629 0.319
H -0.414 0.345 2.468 0.315
H 0.646 -1.059 1.775 0.302
H 1.094 0.733 1.855 0.328
```

Computed properties:
Energy above the lowest of the compared OMol25 structures with the same formula, charge and spin: 0.00 kcal/mol
Structure (SMILES): C[Si](C)(I)I
HOMO: -9.5 eV
Frontier orbital gap: 9.680 eV
Total energy: -964.7519 hartree



Record 2
A cluster of 4 separate species, C4H14O3 in total, computed with ωB97M-V with the def2-TZVPD basis set.

The geometry in XYZ format:
```
21
Properties=species:S:1:pos:R:3:mulliken_charge:R:1
C -0.901 -1.361 2.057 -0.826
C -0.792 -0.189 1.425 0.611
C -1.843 0.267 0.430 -1.161
C 0.419 0.700 1.639 -1.024
H -0.140 -1.865 2.637 0.328
H -1.886 -1.822 1.995 0.263
H -1.376 1.026 -0.158 0.246
H -2.760 0.677 0.852 0.338
H -2.059 -0.523 -0.287 0.303
H 1.303 0.095 1.406 0.256
H 0.507 1.089 2.650 0.313
H 0.473 1.488 0.897 0.324
O 1.318 -2.080 -0.684 -0.695
H 1.062 -2.406 -1.548 0.316
H 0.580 -1.927 -0.083 0.348
O 2.284 0.553 -1.411 -0.602
H 2.236 -0.411 -1.332 0.355
H 2.450 0.734 -2.341 0.289
O 0.041 2.048 -2.890 -0.646
H -0.816 2.393 -3.153 0.306
H -0.099 1.513 -2.102 0.358
```

Computed properties:
Energy above the lowest of the compared OMol25 structures with the same formula, charge and spin: 25.45 kcal/mol
Structure (SMILES): C=C(C)C.O.O.O
HOMO: -9.5 eV
Frontier orbital gap: 10.027 eV
Total energy: -386.4862 hartree



Record 3
The molecule CH3FNP, computed with ωB97M-V with the def2-TZVPD basis set.

The geometry in XYZ format:
```
7
Properties=species:S:1:pos:R:3:mulliken_charge:R:1
C 0.819 -0.291 -0.217 -0.757
P -0.934 0.395 -0.116 0.693
N -2.133 1.061 -0.607 -0.510
F -1.155 0.051 1.450 -0.278
H 1.496 0.357 -0.763 0.301
H 0.993 -0.209 0.886 0.267
H 0.913 -1.364 -0.633 0.284
```

Computed properties:
Energy above the lowest of the compared OMol25 structures with the same formula, charge and spin: 7.57 kcal/mol
Structure (SMILES): CP(#N)F
HOMO: -9.9 eV
Frontier orbital gap: 9.772 eV
Total energy: -535.8064 hartree



Record 4
A cluster of 2 separate species, C14H16O in total, computed with ωB97M-V with the def2-TZVPD basis set.

The geometry in XYZ format:
```
31
Properties=species:S:1:pos:R:3:mulliken_charge:R:1
C -0.561 -1.352 -1.953 -1.150
C 0.592 -0.516 -2.314 0.635
C 1.902 -0.957 -2.586 -0.175
C 3.065 -0.177 -2.764 -0.684
C 2.835 1.157 -2.716 0.524
O 3.861 2.094 -2.793 -0.550
C 1.457 1.792 -2.731 -0.774
C 0.446 0.863 -2.496 -0.247
H -0.474 -2.423 -1.984 0.376
H -1.413 -0.816 -2.508 0.293
H -0.892 -1.318 -0.834 0.074
H 1.977 -2.061 -2.735 0.259
H 4.088 -0.525 -2.660 0.369
H 4.354 2.204 -1.947 0.321
H 1.508 2.866 -2.577 0.363
H -0.490 1.312 -2.380 0.366
C -3.614 0.661 2.347 -1.293
C -2.174 0.098 2.341 0.698
C -1.096 0.934 2.216 -0.496
C 0.183 0.385 2.078 -0.557
C 0.339 -0.932 2.406 -0.279
C -0.679 -1.765 2.984 -0.609
C -1.878 -1.229 2.796 -0.366
H -4.277 -0.082 2.014 0.429
H -3.520 1.741 2.025 0.303
H -3.757 0.837 3.518 0.269
H -1.147 2.038 2.128 0.254
H 1.117 0.868 2.162 0.415
H 1.298 -1.362 2.120 0.368
H -0.399 -2.597 3.616 0.399
H -2.650 -1.739 3.226 0.463
```

Computed properties:
Energy above the lowest of the compared OMol25 structures with the same formula, charge and spin: 79.07 kcal/mol
Structure (SMILES): Cc1ccc(O)cc1.Cc1ccccc1
HOMO: -8.4 eV
Frontier orbital gap: 9.104 eV
Total energy: -618.1900 hartree



Record 5
The molecule C18H17N3O2S, computed with ωB97M-V with the def2-TZVPD basis set.

The geometry in XYZ format:
```
41
Properties=species:S:1:pos:R:3:mulliken_charge:R:1
C -1.471 1.102 -1.890 -1.295
C -2.124 1.456 -0.563 -0.470
O -1.289 0.985 0.475 -0.229
C -1.711 1.144 1.767 0.760
C -2.881 1.782 2.148 -0.627
C -3.230 1.861 3.489 -0.670
C -2.418 1.305 4.456 -0.721
C -1.240 0.673 4.091 -0.445
C -0.875 0.591 2.757 0.206
N 0.308 -0.021 2.327 0.109
C 1.026 -0.959 2.982 0.670
O 0.793 -1.396 4.087 -0.635
C 2.221 -1.453 2.171 -0.748
S 1.728 -2.332 0.654 -0.241
C 1.779 -1.048 -0.530 0.879
N 1.936 0.176 -0.087 -0.246
N 2.064 1.194 -0.919 -1.089
C 2.021 1.007 -2.203 -0.782
C 1.803 -0.264 -2.802 1.048
C 1.706 -0.478 -4.187 -0.823
C 1.486 -1.742 -4.667 -0.498
C 1.357 -2.828 -3.789 -0.686
C 1.447 -2.647 -2.433 -0.750
C 1.670 -1.362 -1.919 0.922
H -1.318 0.027 -1.957 0.308
H -0.508 1.598 -1.971 0.210
H -2.107 1.422 -2.711 0.491
H -3.113 0.982 -0.492 0.454
H -2.247 2.545 -0.485 0.396
H -3.536 2.218 1.410 0.353
H -4.147 2.360 3.765 0.377
H -2.693 1.362 5.498 0.384
H -0.600 0.232 4.837 0.434
H 0.627 0.256 1.399 0.074
H 2.777 -2.177 2.765 0.413
H 2.856 -0.623 1.863 0.390
H 2.152 1.889 -2.814 0.429
H 1.805 0.365 -4.855 0.421
H 1.411 -1.912 -5.731 0.401
H 1.185 -3.815 -4.192 0.412
H 1.348 -3.474 -1.747 0.415
```

Computed properties:
Energy above the lowest of the compared OMol25 structures with the same formula, charge and spin: 51.24 kcal/mol
Structure (SMILES): CCOc1ccccc1NC(=O)CSc1nncc2ccccc12
HOMO: -8.0 eV
Frontier orbital gap: 7.642 eV
Total energy: -1409.0565 hartree



Record 6
The molecule C5H8O2, computed with ωB97M-V with the def2-TZVPD basis set.

The geometry in XYZ format:
```
15
Properties=species:S:1:pos:R:3:mulliken_charge:R:1
C -0.927 0.358 -2.006 -1.106
C -0.705 -0.481 -0.779 0.121
C 0.508 -0.709 -0.272 -0.677
C 0.820 -0.691 1.220 0.049
O 2.093 -0.133 1.384 -0.551
C -0.200 0.351 1.686 -0.019
O 0.116 1.517 1.754 -0.558
H -0.835 -0.177 -2.954 0.279
H -0.200 1.177 -1.993 0.339
H -1.920 0.814 -1.948 0.313
H -1.587 -0.733 -0.189 0.359
H 1.399 -0.515 -0.870 0.319
H 0.753 -1.634 1.773 0.333
H 1.924 0.829 1.342 0.368
H -1.241 0.026 1.852 0.432
```

Computed properties:
Energy above the lowest of the compared OMol25 structures with the same formula, charge and spin: 46.02 kcal/mol
Structure (SMILES): C/C=C/[C@@H](O)C=O
HOMO: -9.6 eV
Frontier orbital gap: 10.466 eV
Total energy: -345.7316 hartree



Q: Which F_max values were calculated for the entries above? A: 3.6, 1.2, 2.8, 5.5, 1.5, 0.5, in eV/A.